Entry 1:
A structure of composition C26H48Br3Cl3FKO9P, computed with wB97M-V/def2-TZVPD.

Properties
E_LUMO in eV: -1.99
HOMO energy in eV: -3.034
Spin multiplicity: 1
Net charge: -1
Kohn-Sham gap in eV: 1.04

The geometry in XYZ format:
```
92
C26H48Br3Cl3FKO9P, DFT wB97M-V/def2-TZVPD
C -1.0837 -5.9986 -2.2137
C -0.7923 -4.5176 -2.4893
C -0.0776 -4.2408 -3.8165
P 1.5604 -4.9885 -3.9959
C 2.4228 -5.2289 -2.4384
C 2.2310 -4.1088 -1.4397
C 1.8949 -4.5194 -0.1496
C 1.6748 -3.5935 0.8563
C 1.7686 -2.2459 0.5512
C 2.1142 -1.8372 -0.7270
C 2.3692 -2.7469 -1.7408
C 2.8318 -2.3160 -3.1103
H -2.1221 -6.0870 -1.9012
H -0.9547 -6.6405 -3.0848
H -0.4911 -6.3343 -1.3615
H -0.2618 -4.0595 -1.6611
H -1.7421 -3.9896 -2.5583
H -0.0066 -3.1733 -4.0281
H -0.6703 -4.6653 -4.6322
H 2.3304 -4.2227 -4.8584
H 1.4119 -6.2430 -4.5929
H 3.4686 -5.4880 -2.6211
H 1.9581 -6.1185 -2.0074
H 1.8095 -5.5762 0.0796
H 1.4326 -3.9045 1.8619
H 1.6083 -1.4947 1.2995
H 2.1926 -0.7687 -0.8706
H 1.9909 -2.3085 -3.8080
H 3.5933 -2.9864 -3.5118
H 3.2037 -1.2992 -3.0732
Cl -0.3272 0.2362 2.1048
C 0.3448 1.8851 2.0523
C 1.2430 2.0892 0.8660
Cl 2.7425 1.0992 0.9284
H 0.8407 1.9805 3.0688
H -0.4890 2.5867 1.9909
H 1.5575 3.1307 0.8301
H 0.7530 1.8395 -0.0774
C 0.2645 0.9875 -4.2625
Br -0.1120 -0.2127 -5.7466
Br 0.8374 -0.0024 -2.7224
Br 1.5224 2.3412 -4.7521
H -0.6676 1.4827 -4.0176
C 6.8283 2.4131 1.2963
C 6.1419 2.4187 2.6411
C 5.4906 1.1140 3.0082
O 4.3951 1.5175 3.8313
C 4.0526 2.7795 3.4856
O 3.0571 3.3367 3.8183
O 4.9964 3.3038 2.6517
H 7.3288 3.3639 1.1098
H 7.5770 1.6220 1.2523
H 6.1179 2.2661 0.4811
H 6.8785 2.7650 3.4388
H 6.1555 0.4460 3.5491
H 5.0768 0.6068 2.1264
C -4.8162 1.5291 3.6090
C -3.4134 1.7278 3.0608
O -2.8842 3.0007 3.4124
H -5.4788 2.3153 3.2405
H -5.2284 0.5611 3.3187
H -4.8145 1.5870 4.7009
H -3.4230 1.6900 1.9714
H -2.7364 0.9497 3.4194
H -2.8232 3.0453 4.3714
C -4.3517 1.9637 -5.8278
C -3.6084 1.5012 -4.5895
O -2.7771 2.5221 -4.0459
H -3.6464 2.3035 -6.5867
H -4.9577 1.1588 -6.2464
H -5.0102 2.8023 -5.5912
H -2.9389 0.6769 -4.8288
H -4.3122 1.1557 -3.8248
H -3.3268 3.2716 -3.7989
F 1.0340 1.3693 4.4462
Cl 8.0620 2.1069 4.9193
K -2.3297 -8.3797 -1.9638
C 4.7099 2.0767 -2.0036
O 5.9993 1.9991 -2.3236
H 4.1296 1.1201 -2.0391
H 4.5100 2.4293 -0.9606
H 4.0900 2.7979 -2.5979
C -7.7461 3.9576 4.7068
C -7.3923 4.2011 6.1616
O -8.1114 3.1547 6.8240
C -8.3174 2.1516 5.9381
O -8.7318 1.0760 6.2188
O -7.9855 2.5483 4.6876
H -6.9449 4.2142 4.0190
H -8.6601 4.4732 4.4060
H -6.3269 4.0755 6.3580
H -7.7126 5.1720 6.5291
```

Löwdin atomic charge list, values in e, 6 entries: -0.215, -0.239, -0.312, 1.075, -0.278, -0.279

***

Entry 2:
A cluster of 2 separate species, C26H48BrClF7N2O4P in total, computed with wB97M-V/def2-TZVPD.

Properties
E_LUMO in eV: -0.94
HOMO energy in eV: -7.209
Spin multiplicity: 1
Kohn-Sham gap in eV: 6.27

The geometry in XYZ format:
```
90
C26H48BrClF7N2O4P, DFT wB97M-V/def2-TZVPD
C 5.1818 -2.0667 -0.1279
O 5.4102 -2.8770 -1.2596
C 6.0199 -2.2844 -2.3938
C 5.1474 -2.4397 -3.6459
C 4.6148 -1.1255 -4.2208
C 3.4255 -1.2819 -5.1713
C 2.1305 -1.8864 -4.5798
C 0.9752 -0.8700 -4.3680
P 0.2810 -0.2139 -2.7106
Br -1.6478 -1.7904 -2.9246
C -0.7656 1.1366 -3.5710
C -0.6704 1.5443 -5.0361
O -1.3126 0.5655 -5.8535
C 1.8813 0.8911 -2.4709
C 1.9038 2.2993 -2.9390
O 1.4569 3.2763 -2.4753
Cl 2.8846 2.4849 -4.4792
N -0.4859 0.3721 -1.1254
C -0.1212 1.6484 -0.5158
C -1.8588 0.1709 -0.8129
C -2.2030 -0.9405 0.1545
O -2.6949 1.0149 -1.0473
C 1.2906 -1.6808 -1.6074
F 2.6228 -1.4049 -1.7431
F 1.0623 -1.5422 -0.2621
C 1.2352 -3.2730 -1.8076
F 2.5176 -3.7163 -1.6959
F 0.8075 -3.6529 -3.0132
C 0.5142 -4.1787 -0.7520
F -0.7817 -3.9413 -0.5964
F 0.6426 -5.4414 -1.1621
F 1.0855 -4.0949 0.4577
H 4.1047 -1.9845 0.0574
H 5.5893 -1.0588 -0.2699
H 5.6608 -2.5109 0.7525
H 6.2192 -1.2200 -2.2037
H 6.9946 -2.7679 -2.5425
H 5.7313 -2.9529 -4.4206
H 4.3294 -3.1135 -3.3736
H 4.3989 -0.4231 -3.4067
H 5.4296 -0.6611 -4.7941
H 3.7709 -1.9110 -6.0039
H 3.2074 -0.3027 -5.6094
H 2.4123 -2.4808 -3.7160
H 1.7589 -2.6300 -5.2939
H 1.3110 0.0477 -4.8543
H 0.1000 -1.2251 -4.9071
H -1.8065 0.8238 -3.4382
H -0.6947 2.0542 -2.9828
H 0.3511 1.7239 -5.3851
H -1.1978 2.5061 -5.1339
H -0.9849 0.6529 -6.7557
H 2.1944 0.9200 -1.4255
H 2.6721 0.3667 -2.9920
H 0.9491 1.7150 -0.3398
H -0.5974 1.7225 0.4732
H -0.4335 2.5310 -1.0853
H -2.5696 -0.3864 1.0348
H -3.0252 -1.5365 -0.2380
H -1.3606 -1.5545 0.4371
C -2.9727 3.2145 2.1526
C -1.8573 2.7605 3.0871
C -1.9943 1.3370 3.6308
C -3.2605 0.9108 4.3516
N -3.6296 1.5937 5.6610
C -4.7033 0.7564 6.3217
C -3.9463 -0.2885 7.1159
C -2.7514 0.4942 7.6760
C -2.4831 1.6099 6.6543
C -4.1534 2.9686 5.4165
H -3.9679 3.1658 2.6008
H -2.8047 4.2474 1.8494
H -2.9906 2.6055 1.2450
H -1.7137 3.4783 3.9014
H -0.9194 2.7793 2.5290
H -1.1079 1.1012 4.2238
H -1.9443 0.6490 2.7809
H -3.1677 -0.1473 4.5938
H -4.1363 1.0252 3.7122
H -5.2711 1.4169 6.9754
H -5.3584 0.3623 5.5481
H -3.6190 -1.1061 6.4744
H -4.5682 -0.7192 7.8972
H -1.8784 -0.1386 7.8150
H -2.9946 0.9284 8.6446
H -1.5559 1.4754 6.1099
H -2.4681 2.5948 7.1133
H -4.9662 2.9106 4.6977
H -3.3612 3.6008 5.0337
H -4.5182 3.3675 6.3601
```

Löwdin atomic charge list, values in e, 6 entries: -0.110, -0.190, -0.221, -0.165, -0.217, -0.197

***

Entry 3:
A cluster of 9 separate species, C26H48Cl2N4O16 in total, computed with wB97M-V/def2-TZVPD.

Properties
E_LUMO (alpha / beta) in eV: 1.84 / 1.76
HOMO energy (alpha / beta) in eV: 0.217 / -7.632
Spin multiplicity: 2
Net charge: -1
Kohn-Sham gap (alpha / beta) in eV: 1.62 / 9.40

The geometry in XYZ format:
```
96
C26H48Cl2N4O16, DFT wB97M-V/def2-TZVPD
C 2.0609 -5.2203 -0.2048
C 1.3679 -5.6056 -1.4744
O 0.3594 -4.6894 -1.4532
C 0.0250 -4.3286 -0.2428
O -1.0325 -3.6840 0.1059
O 0.9758 -4.6815 0.5680
H 2.8790 -4.5272 -0.4010
H 2.4568 -6.0735 0.3460
H 0.8741 -6.5715 -1.5806
H 1.9791 -5.4383 -2.3613
C -5.7724 -2.6243 0.2847
C -4.5331 -3.3922 -0.2505
O -4.7150 -3.3292 -1.7079
C -6.0614 -3.1153 -1.8875
O -6.6310 -3.3218 -2.9120
O -6.6193 -2.4259 -0.8981
H -5.5183 -1.7694 0.9114
H -6.2858 -3.3386 0.9284
H -4.4100 -4.4579 -0.0574
H -3.6288 -3.0033 0.2177
C 4.6667 0.3555 0.1493
C 5.7285 0.7047 1.0398
O 6.4988 1.5438 0.2117
C 6.2222 1.4111 -1.0763
O 6.7330 2.1056 -1.9416
O 5.2326 0.6029 -1.1480
H 3.8037 1.0155 0.2373
H 4.3309 -0.6613 0.3528
H 6.2680 -0.1106 1.5218
H 5.2034 1.2059 1.8530
C -3.1221 -1.6468 -4.5598
C -3.0626 -0.4034 -3.6042
O -4.1195 0.3966 -3.8232
C -4.9421 -0.2861 -4.6490
O -5.9800 0.2451 -5.0534
O -4.4626 -1.5475 -4.9354
H -2.9836 -2.5875 -4.0269
H -2.5489 -1.5870 -5.4850
H -2.1541 0.1986 -3.6209
H -3.2567 -0.9064 -2.6568
C 4.4824 -0.6473 4.8019
C 3.4497 -0.2227 3.8030
O 3.2255 -0.9634 2.8193
N 2.8962 1.0340 4.0104
C 1.8940 1.6548 3.1167
H 5.3587 -1.0898 4.3283
H 4.0154 -1.5047 5.2864
H 4.8449 0.1367 5.4668
H 3.1685 1.5780 4.8166
H 1.4318 2.4906 3.6419
H 1.0917 0.9243 3.0134
H 2.2990 2.0070 2.1680
C 1.0780 -0.6663 0.1586
C -0.2499 0.0888 0.3401
O -0.2285 1.3116 0.5878
N -1.3637 -0.6745 0.3607
C -2.7861 -0.0980 0.3838
H 0.8839 -1.7280 0.0064
H 1.5026 -0.7489 1.1591
H 1.7692 -0.0865 -0.4531
H -1.2340 -1.6688 0.2402
H -3.2202 -0.1852 -0.6122
H -2.8383 0.9433 0.7016
H -3.4674 -0.6509 1.0305
C -1.6432 3.7251 6.3200
C -1.9259 3.8130 4.8647
O -1.3125 4.7072 4.2458
N -2.6433 2.9162 4.3551
C -2.9894 2.6828 2.9533
H -1.5900 4.7101 6.7836
H -0.6699 3.2666 6.4945
H -2.4553 3.1922 6.8146
H -2.9849 2.2563 5.0392
H -2.1651 2.0495 2.6252
H -3.1910 3.5434 2.3156
H -3.9076 2.0958 2.9299
C 1.9450 -1.6797 -3.6742
C 1.1106 -0.5890 -4.4229
O -0.0814 -0.7550 -4.6698
N 1.7784 0.3901 -4.9995
C 1.0901 1.3257 -5.7822
H 3.0245 -1.6130 -3.8093
H 1.5839 -2.6349 -4.0552
H 1.7497 -1.6393 -2.6026
H 2.7343 0.4996 -4.6922
H 1.6692 2.0036 -6.4093
H 0.5799 2.0371 -5.1328
H 0.3894 1.0049 -6.5530
Cl -1.0641 6.5644 0.3080
C 0.5817 6.0005 0.8223
C 0.9306 4.6977 0.0266
Cl 2.4877 4.0111 0.6117
H 0.6531 6.0847 1.9067
H 1.1972 6.8267 0.4665
H 1.0976 4.9240 -1.0265
H 0.1913 3.8972 0.0542
```

Löwdin atomic charge list, values in e, 6 entries: -0.216, -0.243, 0.061, -0.562, 0.016, 0.075

***

Entry 4:
A cluster of 6 separate species, C26H48IN3O15PS in total, computed with wB97M-V/def2-TZVPD.

Properties
E_LUMO in eV: -5.11
HOMO energy in eV: -11.847
Spin multiplicity: 1
Net charge: +1
Kohn-Sham gap in eV: 6.74

The geometry in XYZ format:
```
95
C26H48IN3O15PS, DFT wB97M-V/def2-TZVPD
C -3.4853 -2.0100 8.6905
C -3.3287 -2.0493 7.2909
C -2.7664 -0.8540 6.4095
C -1.3988 -0.1568 6.7566
C -1.0461 0.9664 5.7536
N 0.2153 1.7156 5.9107
C -1.9656 1.2998 4.5493
P -1.5238 2.6376 3.2650
S -2.1402 2.0024 1.5063
N -3.1716 0.5930 4.3870
N -3.4498 -0.3411 5.2669
I -5.2968 -1.2794 4.9120
H -3.4547 -1.0550 9.3046
H -3.6986 -3.0163 9.2046
H -3.5659 -3.0237 6.7301
H -0.7706 -0.4512 7.6558
H 0.9526 1.3448 5.2944
H 0.0781 2.7267 5.7957
H -2.0468 3.9291 3.5912
H -0.0769 2.6262 3.1827
C -6.8992 -0.1090 0.3385
C -7.7360 -0.7255 1.4435
O -9.0480 -1.0465 0.9725
C -9.1409 -2.1737 0.2485
O -8.2333 -2.9229 -0.0210
O -10.4159 -2.3116 -0.1468
C -10.6386 -3.4315 -1.0036
H -7.4173 0.7460 -0.1031
H -5.9321 0.2219 0.7243
H -6.7208 -0.8234 -0.4680
H -7.8602 -0.0014 2.2529
H -7.2507 -1.6081 1.8724
H -10.2561 -4.3531 -0.5606
H -10.1771 -3.2520 -1.9767
H -11.7148 -3.5372 -1.1434
C 0.9947 0.6320 0.0876
C 0.0589 -0.5490 0.2622
O 0.3144 -1.5517 -0.7269
C 1.3785 -2.3349 -0.4917
O 2.1125 -2.2705 0.4662
O 1.5037 -3.1887 -1.5195
C 2.6561 -4.0277 -1.4388
H 0.9438 1.0150 -0.9349
H 0.7369 1.4354 0.7810
H 2.0334 0.3445 0.2669
H -0.9723 -0.2201 0.1192
H 0.1250 -0.9709 1.2698
H 2.7026 -4.5481 -0.4800
H 3.5585 -3.4347 -1.5993
H 2.5857 -4.7728 -2.2307
C 5.7611 0.6125 -0.2075
C 6.0536 1.5507 0.9469
O 6.5707 2.7984 0.4705
C 5.6590 3.6548 -0.0182
O 4.4650 3.4711 -0.0796
O 6.3064 4.7473 -0.4545
C 5.4603 5.7094 -1.0829
H 6.6432 0.4967 -0.8423
H 5.4568 -0.3700 0.1598
H 4.9626 1.0043 -0.8419
H 6.8240 1.1132 1.5859
H 5.1700 1.7098 1.5718
H 4.6162 5.9744 -0.4432
H 5.1096 5.3247 -2.0427
H 6.0513 6.6077 -1.2635
C 8.4537 -4.4156 -5.6859
C 8.2601 -4.7186 -4.2122
O 6.8725 -4.6667 -3.8566
C 6.1501 -5.7460 -4.1915
O 6.5621 -6.7356 -4.7447
O 4.8746 -5.5243 -3.8269
C 3.9763 -6.5659 -4.2077
H 7.9791 -3.4663 -5.9481
H 9.5159 -4.3619 -5.9330
H 7.9941 -5.1839 -6.3117
H 8.7664 -3.9573 -3.6143
H 8.6948 -5.6840 -3.9386
H 4.3280 -7.5400 -3.8621
H 3.8464 -6.5663 -5.2918
H 3.0111 -6.3633 -3.7424
C -2.1697 3.0685 -2.6942
C -1.8709 4.0069 -1.5402
O -1.3500 5.2533 -2.0170
C -2.2604 6.1114 -2.5027
O -3.4522 5.9280 -2.5603
O -1.6127 7.2043 -2.9393
C -2.4600 8.1677 -3.5643
H -1.2887 2.9503 -3.3306
H -2.4758 2.0870 -2.3251
H -2.9682 3.4614 -3.3273
H -1.1003 3.5661 -0.9037
H -2.7524 4.1686 -0.9132
H -3.3022 8.4324 -2.9220
H -2.8135 7.7844 -4.5236
H -1.8689 9.0660 -3.7453
```

Löwdin atomic charge list, values in e, 6 entries: 0.052, -0.207, -0.175, 0.143, -0.172, 0.041

***

Entry 5:
A structure of composition C26H48O2P2Re, computed with wB97M-V/def2-TZVPD.

Properties
E_LUMO (alpha / beta) in eV: -7.83 / -8.61
HOMO energy (alpha / beta) in eV: -12.440 / -13.639
Spin multiplicity: 4
ΔE to the lowest compared entry with this formula, charge and spin in eV: 5.3583
Net charge: +2
Kohn-Sham gap (alpha / beta) in eV: 4.61 / 5.03

The geometry in XYZ format:
```
79
C26H48O2P2Re, DFT wB97M-V/def2-TZVPD
Re -1.4636 -0.2599 -0.6017
C -2.4112 0.7608 -2.1588
C -1.6029 1.7791 -1.3997
C -0.2060 0.0642 -2.3056
C -1.5664 -0.2196 -2.6976
C -0.2242 1.1993 -1.4976
C -3.8909 0.8049 -2.1025
H -4.2225 1.8015 -1.7496
H -4.2257 0.0784 -1.3471
H -4.3978 0.5525 -3.0506
C -2.0158 -1.4873 -3.2784
H -3.0759 -1.4339 -3.5671
H -1.9041 -2.3387 -2.5800
H -1.3774 -1.7821 -4.1235
C 1.0297 -0.7462 -2.6271
H 0.9083 -1.3769 -3.5187
H 1.2621 -1.4251 -1.7824
H 1.8913 -0.0642 -2.7737
C 0.9745 1.8988 -0.9441
H 0.7230 2.7798 -0.3200
H 1.5324 2.2851 -1.8071
H 1.6338 1.2171 -0.3721
C -1.6717 3.1955 -2.0565
H -1.3819 3.0029 -3.0959
H -0.9896 3.9225 -1.6014
H -2.6861 3.6035 -2.0771
C -0.2155 -0.4967 2.3071
C -0.6479 0.5788 2.9158
C 0.0167 1.6162 3.7995
C 0.9136 2.5769 3.1207
C 2.0499 2.2613 2.4088
C 2.5651 0.9948 2.0928
C 2.3240 -0.3212 2.6928
C 1.0422 -1.2316 2.4998
H 0.4350 1.1837 4.7291
H 0.6827 3.6502 3.2059
H -0.8327 2.2814 4.0426
H 0.9928 -1.9529 3.3470
H -0.7436 -0.8966 1.3162
H -1.6426 0.9236 2.5776
H 1.2283 -1.8430 1.6061
H 3.1316 -0.9623 2.3066
H 3.5029 1.0286 1.4943
H 2.4816 -0.2693 3.7827
H 0.9640 4.3258 1.4185
H 2.6764 3.0892 2.0604
P -2.7028 -2.1243 0.4540
C -3.9712 -2.8084 -0.6995
H -4.6361 -3.4801 -0.1405
H -3.4715 -3.3762 -1.4955
H -4.5665 -2.0007 -1.1502
C -1.8458 -3.6832 0.9788
H -2.5656 -4.3974 1.4109
H -1.0743 -3.4708 1.7295
H -1.3668 -4.1577 0.1130
C -3.7164 -1.8532 2.0017
H -4.3183 -2.7479 2.2448
H -4.4005 -1.0028 1.8526
H -3.0725 -1.6259 2.8672
P 3.4099 -1.8394 -0.7351
C 4.7238 -1.0594 -1.7789
H 5.6073 -1.7099 -1.8164
H 4.9951 -0.1000 -1.3222
H 4.3517 -0.8827 -2.7952
C 4.5923 -2.5005 0.5219
H 5.4576 -2.9597 0.0268
H 4.0965 -3.2531 1.1447
H 4.9423 -1.6847 1.1631
C 3.2931 -3.4157 -1.7200
H 4.2849 -3.8996 -1.7388
H 2.9609 -3.1838 -2.7453
H 2.5564 -4.0746 -1.2307
C -0.1762 5.8094 0.7634
O 0.6217 4.6391 0.5638
C -2.0532 1.6445 0.0372
O -2.3452 2.5252 0.8122
H -1.2197 5.4671 0.8648
H -0.0640 6.4476 -0.1237
H 0.1071 6.4100 1.6527
```

Löwdin atomic charge list, values in e, 6 entries: 1.289, -0.305, -0.451, -0.267, -0.307, -0.299

***

M per entry: 939.802; 731.997; 743.588; 832.621; 640.823 u